[1]
Below is a structure of composition C23H12BCl5CrF4N3O3, with properties calculated with ωB97M-V with the def2-TZVPD basis set.

The total charge is -1. The calculation puts the HOMO energy (alpha / beta) at -4.31 / -4.65 eV. As for the multiplicity: 5. The expectation value of S² is 6.15. For the HOMO-LUMO gap (alpha / beta), the calculation gives 6.58 / 6.01 eV. For the LUMO energy (alpha / beta), the calculation gives 2.27 / 1.36 eV.

CARTESIAN COORDINATES (ANGSTROEM)
1 Cr -1.529 2.174 0.238
2 C 5.509 -2.012 1.757
3 O 5.599 -2.262 0.368
4 C 4.465 -2.689 -0.260
5 C 3.237 -2.863 0.367
6 C 2.132 -3.263 -0.373
7 C 2.231 -3.475 -1.753
8 C 3.494 -3.345 -2.358
9 C 4.589 -2.955 -1.627
10 N 1.160 -3.750 -2.588
11 N -0.025 -3.762 -2.010
12 C -0.697 -2.693 -1.615
13 C -1.851 -2.885 -0.809
14 C -2.475 -1.849 -0.154
15 C -1.993 -0.533 -0.247
16 O -2.480 0.460 0.415
17 C -0.895 -0.295 -1.143
18 N -0.492 1.003 -1.225
19 C 0.450 1.321 -2.089
20 C 1.007 0.383 -2.964
21 C 0.631 -0.934 -2.871
22 C -0.306 -1.319 -1.898
23 H 6.504 -1.714 2.077
24 H 5.205 -2.909 2.304
25 H 4.804 -1.205 1.969
26 H 3.118 -2.679 1.424
27 H 1.183 -3.404 0.123
28 H 3.572 -3.533 -3.421
29 H 5.560 -2.837 -2.091
30 H -2.187 -3.905 -0.674
31 H -3.328 -2.030 0.487
32 H 0.763 2.355 -2.104
33 H 1.728 0.707 -3.701
34 H 1.040 -1.674 -3.543
35 Cl -1.775 0.599 3.287
36 C -2.801 2.007 3.088
37 C -2.699 2.796 1.942
38 C -3.504 3.935 1.969
39 Cl -3.444 5.030 0.622
40 C -4.366 4.263 3.015
41 Cl -5.321 5.705 2.976
42 C -4.462 3.414 4.111
43 Cl -5.543 3.776 5.410
44 C -3.667 2.276 4.148
45 Cl -3.773 1.224 5.521
46 O 0.877 2.228 2.074
47 C -0.030 2.153 1.387
48 F -1.141 3.456 -3.081
49 B -1.864 3.827 -1.970
50 F -2.728 2.762 -1.544
51 F -0.950 3.922 -0.812
52 F -2.530 5.000 -2.156

Mulliken atomic charge list, values in e, 5 entries: 0.279 -0.801 -0.438 1.009 -0.469



[2]
Below is a structure of composition C23H13AlCl5N4O3, with properties calculated with ωB97M-V with the def2-TZVPD basis set.

The total charge is +1. The calculation puts the HOMO energy at -11.92 eV. As for the multiplicity: 1. For the HOMO-LUMO gap, the calculation gives 7.54 eV. For the LUMO energy, the calculation gives -4.38 eV.

CARTESIAN COORDINATES (ANGSTROEM)
1 Al 1.134 0.656 -0.823
2 Cl 2.724 0.816 1.387
3 C 3.093 2.149 0.302
4 C 2.352 2.147 -0.865
5 C 2.570 3.168 -1.771
6 Cl 1.631 3.179 -3.223
7 C 3.514 4.161 -1.519
8 Cl 3.774 5.414 -2.655
9 C 4.250 4.125 -0.328
10 Cl 5.416 5.333 -0.009
11 C 4.041 3.108 0.610
12 Cl 4.918 3.044 2.077
13 C -1.516 -1.687 2.875
14 O -1.640 -1.304 1.498
15 C -0.844 -1.849 0.563
16 C 0.408 -2.491 0.974
17 C 1.315 -3.094 0.205
18 C -0.116 -3.761 -1.824
19 C -0.526 -2.261 -1.916
20 C -1.245 -1.722 -0.721
21 N -2.506 -1.130 -1.017
22 C -3.145 -0.077 -0.565
23 C -2.749 1.038 0.221
24 C -3.798 1.782 0.810
25 C -3.535 2.851 1.625
26 C -2.205 3.227 1.844
27 C -1.160 2.554 1.246
28 C -1.417 1.463 0.415
29 O -0.449 0.830 -0.212
30 H -2.400 -1.285 3.361
31 H -0.628 -1.245 3.325
32 H -1.504 -2.771 2.979
33 H 0.619 -2.470 2.034
34 H 2.194 -3.505 0.685
35 H 0.009 -4.194 -2.813
36 H -1.055 -1.976 -2.825
37 H -3.067 -1.698 -1.643
38 H -4.187 -0.069 -0.871
39 H -4.822 1.478 0.626
40 H -4.342 3.402 2.086
41 H -1.989 4.076 2.480
42 H -0.134 2.867 1.393
43 O 1.468 -0.851 -1.488
44 N 0.934 -1.993 -2.030
45 C 1.258 -3.240 -1.291
46 C 2.452 -3.916 -1.802
47 N 3.380 -4.453 -2.208
48 C -0.915 -4.608 -0.962
49 N -1.561 -5.221 -0.239

Mulliken atomic charge list, values in e, 5 entries: -0.065 -0.174 1.098 -0.865 0.419



[3]
Below is a structure of composition C23H13BrN4O2PdS, with properties calculated with ωB97M-V with the def2-TZVPD basis set.

The total charge is +2. The calculation puts the HOMO energy (alpha / beta) at -14.52 / -14.53 eV. As for the multiplicity: 5. The expectation value of S² is 6.04. For the HOMO-LUMO gap (alpha / beta), the calculation gives 7.64 / 4.75 eV. For the LUMO energy (alpha / beta), the calculation gives -6.88 / -9.78 eV.

CARTESIAN COORDINATES (ANGSTROEM)
1 Pd -0.398 0.747 -0.553
2 S 5.109 1.195 4.624
3 N 3.512 1.237 4.810
4 C 2.993 1.150 3.593
5 C 1.574 1.111 3.281
6 C 0.566 1.174 4.247
7 C -0.752 1.149 3.849
8 C -1.044 1.057 2.491
9 N -0.086 0.988 1.572
10 C 1.210 1.021 1.943
11 C 2.216 0.992 0.877
12 N 1.769 0.937 -0.398
13 C 2.649 0.942 -1.394
14 C 4.022 1.002 -1.178
15 C 4.488 1.054 0.114
16 C 3.573 1.051 1.170
17 C 3.961 1.120 2.570
18 N 5.207 1.185 3.018
19 H 0.840 1.247 5.292
20 H -1.558 1.208 4.566
21 H -2.062 1.053 2.125
22 H 2.251 0.901 -2.399
23 H 4.696 1.009 -2.023
24 H 5.548 1.102 0.334
25 Br -0.505 0.688 -3.348
26 C -1.611 -0.815 -3.410
27 C -2.041 -1.254 -4.667
28 C -2.863 -2.358 -4.753
29 C -3.254 -3.035 -3.591
30 C -2.819 -2.603 -2.331
31 C -3.203 -3.290 -1.168
32 C -2.763 -2.865 0.092
33 C -1.948 -1.755 0.199
34 C -1.569 -1.036 -0.942
35 C -1.979 -1.453 -2.218
36 H -1.732 -0.728 -5.560
37 H -3.204 -2.701 -5.720
38 H -3.901 -3.901 -3.660
39 H -3.840 -4.162 -1.255
40 H -3.065 -3.405 0.979
41 H -1.615 -1.438 1.179
42 O -2.529 1.533 -0.185
43 C -2.131 2.647 -0.583
44 O -0.922 2.778 -0.976
45 H -2.786 3.521 -0.611

Mulliken atomic charge list, values in e, 5 entries: -0.503 0.245 -0.626 0.778 0.215



[4]
Below is a structure of composition C23H13Cl5N4OPd, with properties calculated with ωB97M-V with the def2-TZVPD basis set.

The calculation puts the HOMO energy at -7.47 eV. As for the multiplicity: 1. For the HOMO-LUMO gap, the calculation gives 5.75 eV. For the LUMO energy, the calculation gives -1.72 eV.

CARTESIAN COORDINATES (ANGSTROEM)
1 Pd 0.937 -0.079 0.644
2 C -1.774 2.444 -3.476
3 C -2.572 1.866 -2.498
4 C -2.050 1.591 -1.243
5 C -0.726 1.906 -0.958
6 C 0.074 2.481 -1.935
7 C -0.449 2.749 -3.191
8 N -0.164 1.565 0.302
9 C -0.619 2.073 1.440
10 C -1.530 3.174 1.562
11 C -1.879 3.625 2.793
12 C -1.389 3.042 4.004
13 C -0.529 1.998 3.938
14 C -0.141 1.508 2.666
15 N 0.692 0.448 2.475
16 N 1.160 -0.256 3.428
17 C 1.924 -1.325 2.945
18 C 2.533 -2.187 3.843
19 C 3.252 -3.260 3.349
20 C 3.343 -3.456 1.978
21 C 2.711 -2.556 1.140
22 N 2.032 -1.514 1.612
23 H -2.179 2.647 -4.458
24 H -3.601 1.610 -2.717
25 H -2.654 1.102 -0.488
26 H 1.107 2.708 -1.703
27 H 0.182 3.192 -3.951
28 H -1.918 3.646 0.671
29 H -2.556 4.468 2.860
30 H -1.709 3.432 4.960
31 H -0.137 1.520 4.825
32 H 2.418 -2.001 4.900
33 H 3.734 -3.948 4.031
34 H 3.886 -4.290 1.558
35 H 2.735 -2.658 0.064
36 Cl -0.177 -2.887 -5.992
37 C -0.268 -2.544 -4.303
38 C 0.670 -1.722 -3.698
39 Cl 1.953 -1.028 -4.623
40 C 0.578 -1.461 -2.339
41 Cl 1.796 -0.442 -1.582
42 C -0.436 -1.967 -1.487
43 O -0.526 -1.700 -0.251
44 C -1.367 -2.818 -2.158
45 Cl -2.623 -3.484 -1.183
46 C -1.286 -3.090 -3.509
47 Cl -2.457 -4.122 -4.244

Mulliken atomic charge list, values in e, 5 entries: 0.493 -0.420 -0.901 0.450 -0.476



[5]
Below is a structure of composition C23H14AuBBrF4N3O2, with properties calculated with ωB97M-V with the def2-TZVPD basis set.

The total charge is -2. The calculation puts the HOMO energy at -2.56 eV. As for the multiplicity: 1. For the HOMO-LUMO gap, the calculation gives 6.58 eV. For the LUMO energy, the calculation gives 4.03 eV.

CARTESIAN COORDINATES (ANGSTROEM)
1 Au -1.416 0.194 -0.632
2 N 6.088 -3.304 5.544
3 C 5.289 -3.033 4.762
4 C 4.294 -2.699 3.786
5 C 3.636 -3.710 3.085
6 C 2.680 -3.381 2.142
7 C 2.364 -2.050 1.883
8 C 3.027 -1.046 2.586
9 C 3.985 -1.362 3.532
10 C 1.346 -1.687 0.855
11 C 1.894 -1.276 -0.365
12 C 3.291 -1.197 -0.685
13 C 3.356 -0.864 -2.016
14 C 2.002 -0.759 -2.454
15 N 1.143 -1.007 -1.491
16 C 0.015 -1.854 1.258
17 C -0.375 -2.549 2.446
18 C -1.743 -2.613 2.454
19 C -2.178 -1.916 1.300
20 N -1.153 -1.462 0.595
21 H 3.881 -4.745 3.283
22 H 2.165 -4.157 1.591
23 H 2.778 -0.014 2.378
24 H 4.497 -0.582 4.079
25 H 4.118 -1.376 -0.013
26 H 4.246 -0.712 -2.610
27 H 1.658 -0.500 -3.448
28 H 0.299 -2.977 3.172
29 H -2.382 -3.084 3.183
30 H -3.189 -1.733 0.973
31 F -4.605 -1.659 -0.765
32 B -5.871 -2.097 -0.322
33 F -6.711 -2.343 -1.427
34 F -6.453 -1.114 0.506
35 F -5.715 -3.291 0.424
36 Br -1.952 2.408 -4.637
37 C -1.999 4.053 -3.690
38 C -2.369 5.167 -4.439
39 C -2.397 6.421 -3.858
40 C -2.035 6.570 -2.526
41 C -1.658 5.459 -1.796
42 C -1.644 4.176 -2.348
43 C -1.236 3.051 -1.399
44 O -0.554 3.349 -0.424
45 O -1.692 1.907 -1.722
46 H -2.633 5.033 -5.479
47 H -2.695 7.279 -4.450
48 H -2.045 7.548 -2.060
49 H -1.355 5.539 -0.761

Mulliken atomic charge list, values in e, 5 entries: 0.376 -0.597 0.029 0.569 -0.785



[6]
Below is a structure of composition C23H14BrCl2MgN5O3 in a non-equilibrium geometry, with properties calculated with ωB97M-V with the def2-TZVPD basis set.

The calculation puts the HOMO energy at -6.88 eV. As for the multiplicity: 1. For the HOMO-LUMO gap, the calculation gives 6.76 eV. For the LUMO energy, the calculation gives -0.12 eV.

CARTESIAN COORDINATES (ANGSTROEM)
1 Mg 0.148 -0.467 -0.131
2 Cl -3.392 3.615 -4.286
3 C -2.954 2.528 -3.020
4 C -1.624 2.177 -2.857
5 C -1.261 1.280 -1.856
6 N -0.008 0.764 -1.645
7 C 1.047 0.991 -2.416
8 O 1.211 1.812 -3.315
9 C 2.146 0.015 -2.092
10 C 3.308 0.056 -2.860
11 C 4.285 -0.896 -2.659
12 C 4.060 -1.872 -1.694
13 C 2.875 -1.836 -0.978
14 N 1.939 -0.914 -1.159
15 C -2.263 0.725 -1.014
16 C -3.594 1.086 -1.201
17 C -3.933 1.986 -2.197
18 Cl -5.591 2.397 -2.437
19 N -1.795 -0.225 -0.143
20 C -2.557 -1.005 0.613
21 O -3.758 -0.940 0.859
22 C -1.742 -2.135 1.180
23 C -2.399 -3.099 1.941
24 C -1.700 -4.205 2.382
25 C -0.358 -4.312 2.033
26 C 0.213 -3.306 1.273
27 N -0.452 -2.235 0.858
28 H -0.877 2.555 -3.537
29 H 3.380 0.835 -3.606
30 H 5.194 -0.886 -3.241
31 H 4.777 -2.653 -1.499
32 H 2.672 -2.589 -0.229
33 H -4.365 0.624 -0.604
34 H -3.450 -2.943 2.136
35 H -2.186 -4.965 2.974
36 H 0.239 -5.158 2.334
37 H 1.252 -3.371 0.982
38 O 1.394 3.831 4.173
39 C 1.133 2.902 3.253
40 C 0.185 3.067 2.239
41 C -0.013 2.048 1.333
42 N 0.657 0.906 1.372
43 C 1.551 0.755 2.330
44 Br 2.462 -0.886 2.323
45 C 1.840 1.697 3.294
46 H 0.844 4.617 4.042
47 H -0.386 3.979 2.165
48 H -0.733 2.128 0.534
49 H 2.580 1.524 4.056

Mulliken atomic charge list, values in e, 5 entries: 0.289 -0.227 0.121 -1.051 0.102